DFT (ωB97M-V/def2-TZVPD) results for a molecular structure, C32H21F4N12O3PReS at a distorted geometry.

```
! wB97M-V def2-TZVPD RIJCOSX def2/J DEFGRID3
* xyz 2 4
Re 0.76518 0.01975 0.17173
O 0.66643 -1.87755 3.74595
C 0.73243 -1.59109 2.58414
O 0.02221 -0.68751 1.96946
C 1.59576 -2.38744 1.60445
C 2.36947 -3.46100 2.04578
C 3.00412 -4.23574 1.10566
C 2.75290 -3.99961 -0.25948
C 3.22504 -4.86269 -1.27381
C 2.86313 -4.66770 -2.57962
C 2.04841 -3.57908 -2.93198
C 1.61456 -2.69218 -1.98182
C 1.94231 -2.88017 -0.62634
N 1.44750 -2.04638 0.32752
H 2.44114 -3.63659 3.10756
H 3.65415 -5.04781 1.39503
H 3.83560 -5.70831 -0.99299
H 3.18791 -5.35298 -3.34708
H 1.75175 -3.44856 -3.96151
H 0.99091 -1.85464 -2.25870
C -3.91235 -4.69450 -0.22431
C -3.49702 -3.39754 -0.78353
N -4.04505 -2.81569 -1.80655
N -3.35374 -1.70538 -2.03636
C -2.34079 -1.55751 -1.15625
S -1.19660 -0.30891 -1.28662
N -2.43679 -2.63250 -0.33072
N -1.56570 -2.93080 0.68742
H -4.79290 -5.03023 -0.76816
H -4.16218 -4.61382 0.83303
H -3.12470 -5.43911 -0.34838
H -3.61244 -1.08011 -2.78706
H -1.33457 -2.09907 1.23613
H -1.93682 -3.67529 1.27091
F 0.88442 6.35286 3.45803
C -0.24346 6.28864 2.76460
C -1.08442 7.37267 2.74492
F -0.75566 8.45717 3.42374
C -2.32152 7.36060 2.02023
C -2.62237 6.14932 1.31205
C -1.75623 5.09147 1.30269
F -2.05014 3.99428 0.59616
C -0.53218 5.10169 2.03041
C 0.33250 3.99583 2.00266
C 0.19323 2.85894 1.23635
N 0.26686 1.86919 0.62398
C 1.51084 3.89127 2.78645
N 2.46763 3.71109 3.38796
F -3.74917 6.07069 0.62054
C -3.17326 8.46487 1.99255
C -2.83701 9.72169 2.54410
N -2.59012 10.77096 2.93496
C -4.45458 8.44620 1.39794
N -5.51450 8.46819 0.96156
C 2.17560 1.01093 -4.36859
P 2.74507 0.95427 -2.65322
C 3.41540 2.56947 -2.16547
C 4.08924 -0.26565 -2.53344
O 1.54870 0.55892 -1.80048
H 3.02172 1.15501 -5.03087
H 1.45920 1.81916 -4.49236
H 1.68961 0.06748 -4.60042
H 4.12025 2.91616 -2.91483
H 3.92758 2.51114 -1.20637
H 2.59343 3.27830 -2.09691
H 4.93191 0.07994 -3.12489
H 3.75588 -1.22644 -2.91873
H 4.40363 -0.37935 -1.49673
N 2.50161 0.42398 1.00766
C 3.47376 0.84115 1.51063
C 4.61253 1.38943 1.99552
C 5.54015 0.64842 2.74452
N 6.29137 0.02467 3.34444
C 4.86668 2.72041 1.61855
N 5.06323 3.76555 1.18891
*
```

Its expectation value of S² is 4.113. Its HOMO energy (alpha / beta) is -13.34 / -13.36 eV. The calculation puts the total energy at -90654.7660 eV. The calculation puts the gap between HOMO and LUMO (alpha / beta) at 4.98 / 5.24 eV. For the LUMO energy (alpha / beta), the calculation gives -8.36 / -8.12 eV. Its energy above the lowest of the compared OMol25 structures with the same formula, charge and spin is 0.907 eV.

The molecule's Löwdin atomic charges, reported in e, are given here: Re 1.4533; O 0.1678; C -0.5800; O -0.2036; C -0.1857; C 0.0522; C 0.0627; C -0.1235; C 0.0052; C -0.0368; C -0.0480; C -0.0503; C -0.1878; N -0.0086; H 0.1388; H 0.1390; H 0.1296; H 0.1210; H 0.1187; H 0.0603; C 0.0140; C -0.2921; N 0.1427; N 0.0421; C -0.6421; S 0.6987; N -0.0584; N 0.1620; H 0.1031; H 0.0969; H 0.1006; H 0.1746; H 0.0782; H 0.1212; F 0.1602; C -0.1160; C -0.1061; F 0.1717; C 0.0034; C -0.1098; C -0.1192; F 0.1321; C 0.0078; C -0.0994; C -0.0309; N 0.0324; C -0.1554; N 0.2577; F 0.1603; C -0.0741; C -0.1358; N 0.2725; C -0.1386; N 0.2663; C -0.1335; P 0.6480; C -0.1329; C -0.1320; O -0.5671; H 0.0697; H 0.0692; H 0.0606; H 0.0719; H 0.0376; H 0.0646; H 0.0713; H 0.0437; H 0.0598; N 0.0100; C -0.0902; C -0.2432; C -0.1964; N 0.1928; C -0.2372; N 0.1884